1.
{
  "formula": "C33H60FN4O13S2",
  "method": "wB97M-V/def2-TZVPD",
  "symbols": ["C", "C", "O", "C", "O", "C", "C", "C", "N", "C", "C", "C", "C", "O", "O", "C", "C", "C", "C", "C", "O", "C", "N", "C", "C", "O", "C", "C", "C", "O", "N", "C", "C", "C", "O", "N", "C", "O", "F", "H", "H", "H", "H", "H", "H", "H", "H", "H", "H", "H", "H", "H", "H", "H", "H", "H", "H", "H", "H", "H", "H", "H", "H", "H", "H", "H", "H", "H", "H", "H", "H", "H", "H", "H", "H", "H", "H", "H", "H", "H", "H", "H", "H", "C", "C", "C", "S", "O", "O", "C", "H", "H", "H", "H", "H", "H", "H", "H", "C", "C", "C", "S", "O", "O", "C", "H", "H", "H", "H", "H", "H", "H", "H"],
  "xyz": [[4.71, -1.53, 3.18], [5.16, -1.12, 1.79], [4.12, -0.49, 1.01], [3.40, 0.46, 1.65], [3.89, 1.45, 2.11], [1.92, 0.18, 1.71], [1.13, 0.75, 0.52], [1.29, 2.26, 0.41], [0.55, 2.91, -0.74], [0.56, 2.06, -2.00], [-0.38, 0.84, -2.16], [-1.39, 0.43, -1.06], [-2.77, 0.21, -1.63], [-3.71, 0.89, -1.37], [-2.85, -0.83, -2.49], [-2.77, -2.13, -1.84], [-1.45, -2.84, -2.09], [-0.90, 3.42, -0.46], [-1.48, 3.20, 0.95], [-2.97, 2.86, 0.95], [-3.24, 2.53, 2.33], [-3.86, 4.04, 0.55], [-3.56, 5.23, 1.36], [-0.97, 4.90, -0.91], [0.32, 5.18, -1.66], [0.80, 6.49, -1.65], [1.36, 4.20, -1.05], [2.52, 4.07, -2.05], [3.63, 3.04, -1.82], [3.80, 2.18, -2.64], [4.36, 3.16, -0.63], [5.41, 4.19, -0.84], [5.02, 1.87, -0.30], [1.91, 4.97, 0.19], [2.99, 5.43, 0.20], [1.00, 5.16, 1.31], [1.15, 6.41, 1.97], [1.49, 6.60, 3.06], [0.76, 7.40, 1.12], [4.79, -0.71, 3.90], [3.68, -1.91, 3.18], [5.35, -2.34, 3.54], [6.01, -0.43, 1.85], [5.47, -1.98, 1.21], [1.51, 0.56, 2.64], [1.73, -0.89, 1.64], [1.41, 0.26, -0.41], [0.09, 0.52, 0.77], [2.36, 2.48, 0.29], [0.97, 2.71, 1.34], [1.59, 1.74, -2.13], [0.37, 2.76, -2.82], [-0.94, 0.99, -3.08], [0.25, -0.02, -2.38], [-1.07, -0.53, -0.63], [-1.46, 1.12, -0.23], [-3.60, -2.72, -2.23], [-2.95, -1.99, -0.77], [-1.02, -2.54, -3.05], [-0.72, -2.66, -1.30], [-1.65, -3.91, -2.09], [-1.59, 2.92, -1.13], [-0.99, 2.40, 1.50], [-1.38, 4.10, 1.56], [-3.20, 1.99, 0.33], [-3.88, 1.81, 2.35], [-4.90, 3.70, 0.69], [-3.76, 4.26, -0.52], [-4.26, 5.36, 2.07], [-3.59, 6.06, 0.78], [-1.10, 5.59, -0.07], [-1.81, 5.00, -1.59], [0.17, 4.93, -2.72], [0.41, 6.99, -0.92], [2.13, 3.83, -3.04], [2.94, 5.07, -2.13], [4.95, 5.16, -1.05], [5.99, 4.28, 0.08], [6.07, 3.91, -1.66], [4.32, 1.05, -0.42], [5.32, 1.92, 0.75], [5.91, 1.70, -0.92], [1.21, 4.48, 2.03], [-2.21, -8.87, -1.70], [-3.50, -8.89, -0.86], [-3.69, -7.49, -0.28], [-2.90, -6.36, -1.44], [-1.77, -5.76, -0.76], [-3.88, -5.53, -2.10], [-2.29, -7.62, -2.56], [-2.11, -9.76, -2.31], [-1.34, -8.82, -1.04], [-4.34, -9.15, -1.50], [-3.45, -9.64, -0.07], [-4.73, -7.21, -0.19], [-3.18, -7.36, 0.68], [-1.33, -7.29, -2.96], [-3.02, -7.72, -3.36], [-2.45, -4.30, 1.58], [-1.38, -5.25, 2.14], [-0.01, -4.62, 1.84], [-0.28, -2.85, 1.80], [-0.02, -2.35, 0.46], [0.36, -2.22, 2.93], [-2.05, -2.90, 2.06], [-3.45, -4.56, 1.93], [-2.45, -4.34, 0.49], [-1.51, -5.36, 3.22], [-1.45, -6.24, 1.69], [0.73, -4.83, 2.61], [0.36, -4.92, 0.86], [-2.51, -2.09, 1.49], [-2.23, -2.77, 3.12]],
  "lowdin_charge": [-0.05, -0.19, -0.05, -0.53, 0.12, -0.06, -0.13, -0.08, -0.03, -0.06, -0.09, -0.10, -0.50, 0.15, -0.01, -0.18, -0.05, -0.16, -0.11, -0.36, -0.02, -0.20, 0.03, -0.05, -0.30, 0.04, -0.21, -0.01, -0.46, 0.13, -0.15, -0.04, -0.06, -0.33, 0.21, 0.18, -0.50, 0.23, 0.12, 0.09, 0.08, 0.09, 0.12, 0.13, 0.15, 0.08, 0.13, 0.10, 0.12, 0.12, 0.12, 0.13, 0.13, 0.12, 0.09, 0.08, 0.12, 0.11, 0.09, 0.04, 0.04, 0.14, 0.11, 0.11, 0.11, 0.10, 0.12, 0.11, 0.08, 0.07, 0.11, 0.13, 0.16, 0.09, 0.13, 0.15, 0.08, 0.10, 0.10, 0.08, 0.09, 0.10, 0.15, -0.21, -0.20, -0.20, 0.68, -0.35, -0.30, -0.22, 0.12, 0.12, 0.12, 0.12, 0.11, 0.09, 0.11, 0.11, -0.22, -0.20, -0.19, 0.70, -0.34, -0.32, -0.21, 0.13, 0.08, 0.12, 0.09, 0.11, 0.11, 0.09, 0.11],
  "e_homo_ha": -0.4317,
  "total_energy_ha": -3386.535636,
  "total_charge": 1,
  "gap_ev": 9.56
}

=====

2.
{
  "formula": "C35H41AsN2O3SSe2Sn",
  "method": "wB97M-V/def2-TZVPD",
  "symbols": ["Sn", "C", "Se", "C", "C", "Se", "C", "H", "H", "H", "H", "H", "H", "H", "H", "H", "H", "C", "C", "C", "C", "C", "C", "As", "N", "C", "C", "C", "C", "C", "C", "C", "C", "C", "C", "C", "C", "C", "C", "C", "C", "C", "C", "H", "H", "H", "H", "H", "H", "H", "H", "H", "H", "H", "H", "H", "H", "H", "H", "H", "H", "H", "H", "H", "H", "H", "H", "H", "H", "H", "O", "S", "O", "N", "C", "O", "C", "C", "C", "C", "C", "C", "H", "H", "H", "H"],
  "xyz": [[-0.53, 0.72, -2.23], [-0.38, -3.65, -3.85], [-1.02, -2.47, -2.44], [-2.95, -2.79, -2.68], [-3.78, -1.72, -1.98], [-3.33, 0.02, -2.76], [-4.67, 1.16, -1.95], [-0.81, -3.36, -4.80], [-0.63, -4.68, -3.60], [0.71, -3.54, -3.90], [-3.18, -3.77, -2.28], [-3.14, -2.78, -3.75], [-3.61, -1.71, -0.91], [-4.84, -1.89, -2.18], [-4.63, 1.09, -0.86], [-5.64, 0.86, -2.33], [-4.43, 2.17, -2.27], [6.04, -1.17, 3.22], [4.62, -1.10, 2.76], [3.57, -1.08, 3.67], [2.24, -1.01, 3.26], [1.13, -1.01, 4.28], [2.00, -0.96, 1.89], [0.19, -0.80, 1.32], [-0.49, 0.70, 0.99], [0.09, 1.94, 0.76], [-0.74, 2.87, 0.13], [-0.27, 4.14, -0.18], [1.03, 4.49, 0.16], [1.85, 3.57, 0.80], [1.40, 2.30, 1.11], [-1.04, -2.12, 1.86], [-2.31, -1.79, 2.37], [-2.88, -0.40, 2.39], [-3.05, -2.83, 2.92], [-2.60, -4.14, 2.95], [-3.43, -5.23, 3.57], [-1.36, -4.43, 2.38], [-0.57, -3.45, 1.82], [0.73, -3.86, 1.20], [3.03, -0.97, 0.93], [2.75, -0.86, -0.54], [4.33, -1.04, 1.40], [6.11, -1.36, 4.29], [6.56, -0.24, 3.00], [6.58, -1.97, 2.70], [3.79, -1.13, 4.73], [1.53, -0.80, 5.27], [0.62, -1.97, 4.31], [0.39, -0.23, 4.07], [-1.77, 2.60, -0.07], [-0.92, 4.86, -0.66], [1.40, 5.48, -0.07], [2.86, 3.86, 1.08], [2.05, 1.60, 1.61], [-2.96, 0.01, 1.39], [-2.25, 0.29, 2.96], [-3.86, -0.42, 2.85], [-4.03, -2.59, 3.34], [-4.40, -4.86, 3.88], [-2.92, -5.63, 4.45], [-3.57, -6.05, 2.87], [-1.02, -5.46, 2.37], [0.65, -4.88, 0.82], [1.56, -3.84, 1.91], [1.01, -3.23, 0.35], [1.80, -1.32, -0.82], [3.53, -1.36, -1.11], [2.73, 0.19, -0.85], [5.14, -1.05, 0.68], [1.76, 2.18, -2.16], [1.62, 2.58, -3.56], [2.63, 2.18, -4.48], [0.09, 2.04, -3.93], [-0.78, 3.04, -3.59], [-1.87, 2.74, -3.09], [-0.18, 4.39, -3.67], [-0.79, 5.63, -3.69], [0.02, 6.75, -3.74], [1.41, 6.63, -3.74], [2.03, 5.38, -3.70], [1.20, 4.29, -3.66], [-1.87, 5.71, -3.70], [-0.42, 7.73, -3.78], [2.02, 7.52, -3.79], [3.11, 5.29, -3.71]],
  "lowdin_charge": [1.25, -0.35, 0.81, -0.53, -0.52, 0.89, -0.33, 0.04, 0.04, 0.03, 0.08, 0.08, 0.07, 0.09, 0.03, 0.04, 0.03, -0.03, -0.23, 0.02, -0.27, -0.04, -0.30, 1.44, -0.17, -0.41, -0.08, -0.05, -0.04, -0.04, -0.01, -0.27, -0.26, -0.05, 0.01, -0.23, -0.02, 0.01, -0.27, -0.04, -0.28, -0.04, 0.02, 0.09, 0.10, 0.09, 0.13, 0.09, 0.09, 0.08, 0.11, 0.12, 0.12, 0.12, 0.11, 0.06, 0.08, 0.09, 0.13, 0.09, 0.10, 0.09, 0.14, 0.10, 0.10, 0.05, 0.03, 0.10, 0.08, 0.14, -0.40, 0.65, -0.23, -0.20, -0.56, -0.07, -0.15, 0.02, -0.03, -0.03, 0.00, -0.22, 0.13, 0.12, 0.12, 0.13],
  "de_lowest_ev": 0.8709,
  "e_homo_ha": -0.5010,
  "total_energy_ha": -9344.096437,
  "total_charge": 2,
  "gap_ev": 6.55
}

=====

3.
{
  "formula": "C7H11Cl13",
  "method": "wB97M-V/def2-TZVPD",
  "symbols": ["Cl", "C", "C", "Cl", "H", "H", "H", "H", "Cl", "C", "C", "Cl", "H", "H", "H", "H", "C", "Cl", "Cl", "Cl", "H", "C", "Cl", "Cl", "Cl", "H", "C", "Cl", "Cl", "Cl", "H"],
  "xyz": [[-3.00, 1.44, 0.80], [-3.13, 1.17, 2.52], [-2.84, 2.53, 3.17], [-3.07, 2.39, 4.92], [-2.27, 0.55, 2.79], [-4.08, 0.72, 2.78], [-3.53, 3.31, 2.85], [-1.82, 2.92, 3.14], [3.10, -0.04, -5.14], [2.69, -0.29, -3.41], [1.17, -0.50, -3.40], [0.62, -0.82, -1.71], [2.99, 0.62, -2.91], [3.25, -1.16, -3.07], [0.73, -1.25, -4.06], [0.64, 0.37, -3.77], [4.38, 0.60, 0.44], [4.74, -0.98, -0.35], [2.96, 1.42, -0.34], [5.79, 1.59, 0.55], [4.04, 0.37, 1.45], [0.49, -1.34, 1.51], [0.24, 0.44, 1.56], [-0.39, -2.21, 2.78], [2.20, -1.78, 1.74], [0.30, -1.75, 0.52], [-3.18, -1.55, -1.09], [-4.78, -1.20, -0.46], [-3.28, -2.27, -2.70], [-2.32, -2.67, 0.04], [-2.60, -0.63, -1.15]],
  "lowdin_spin": [0.03, 0.00, 0.00, 0.00, 0.00, 0.00, 0.00, 0.00, 0.00, 0.01, 0.01, 0.02, 0.01, 0.00, 0.00, 0.01, 0.17, 0.15, 0.28, 0.09, 0.00, 0.04, 0.09, 0.02, 0.03, 0.00, 0.00, 0.00, 0.00, 0.00, 0.00],
  "e_homo_ha": [0.0020, -0.2560],
  "total_energy_ha": -6255.786314,
  "total_charge": -1,
  "multiplicity": 2,
  "gap_ev": [2.15, 9.13]
}

=====

Question: Number 1 is which compound?
Answer: C33H60FN4O13S2